1.
62
Properties=species:S:1:pos:R:3:lowdin_charge:R:1 method="wB97M-V/def2-TZVPD" total_charge=-1 homo_lumo_gap_ev=4.6 e_above_lowest_ev=0.077 homo_energy_ev=-2.760
Al 0.552 -2.191 0.973 0.114
Cl 4.776 -2.516 5.783 0.632
C 4.064 -2.601 4.205 -0.712
C 4.849 -2.424 3.074 -0.715
Cl 6.548 -2.117 3.228 0.628
C 4.257 -2.462 1.796 -0.613
Cl 5.191 -2.208 0.362 0.691
C 2.899 -2.675 1.659 -0.348
O 2.242 -2.654 0.504 -0.027
C 2.093 -2.859 2.820 -0.350
O 0.788 -2.987 2.592 -0.035
C 2.679 -2.817 4.071 -0.612
Cl 1.656 -2.994 5.455 0.689
C -1.021 -2.123 0.000 -0.019
C -1.700 -1.693 -0.947 -0.163
C -2.474 -1.201 -1.993 -0.210
C -2.480 0.249 -2.197 -0.190
C -3.591 0.946 -2.723 -0.060
C -3.597 2.329 -2.845 -0.118
C -2.494 3.091 -2.463 -0.141
C -1.381 2.428 -1.957 -0.125
C -1.375 1.045 -1.823 -0.056
C -3.159 -2.146 -2.879 -0.191
C -3.491 -1.846 -4.220 -0.062
C -4.087 -2.785 -5.053 -0.122
C -4.382 -4.066 -4.593 -0.143
C -4.062 -4.382 -3.276 -0.119
C -3.467 -3.448 -2.439 -0.049
H -4.467 0.380 -3.018 0.104
H -4.481 2.826 -3.230 0.089
H -2.509 4.173 -2.546 0.081
H -0.504 3.002 -1.666 0.087
H -0.501 0.535 -1.425 0.093
H -3.249 -0.867 -4.612 0.097
H -4.311 -2.518 -6.081 0.088
H -4.840 -4.800 -5.247 0.080
H -4.290 -5.375 -2.896 0.090
H -3.225 -3.715 -1.416 0.100
O 0.856 -0.466 1.471 -0.387
S 1.356 0.616 2.365 1.156
C 0.083 1.840 2.208 -0.365
C 0.320 3.124 2.693 -0.079
C -0.728 4.027 2.710 -0.080
C -1.987 3.638 2.258 -0.073
C -2.195 2.359 1.765 -0.048
C -1.155 1.436 1.747 -0.042
C 2.659 1.355 1.436 -0.376
C 2.448 1.723 0.117 -0.037
C 3.502 2.270 -0.594 -0.052
C 4.741 2.441 0.019 -0.068
C 4.940 2.039 1.329 -0.068
C 3.890 1.482 2.049 -0.073
H 1.310 3.412 3.033 0.113
H -0.566 5.039 3.064 0.103
H -2.811 4.342 2.294 0.104
H -3.160 2.069 1.370 0.118
H -1.297 0.435 1.343 0.107
H 1.476 1.565 -0.346 0.117
H 3.359 2.555 -1.630 0.112
H 5.560 2.884 -0.536 0.106
H 5.915 2.142 1.788 0.108
H 4.031 1.137 3.069 0.117

=====

2.
64
Properties=species:S:1:pos:R:3:lowdin_charge:R:1 method="wB97M-V/def2-TZVPD" homo_lumo_gap_ev=7.2 e_above_lowest_ev=0.828 homo_energy_ev=-8.029
Pd 1.079 0.463 -1.807 0.504
I 3.665 -0.840 -1.916 1.115
C 4.710 -0.111 -0.261 -0.601
C 6.024 0.135 -0.549 -0.174
C 6.929 0.515 0.459 -0.068
C 6.487 0.601 1.738 -0.032
C 5.128 0.362 2.062 -0.156
C 4.750 0.458 3.423 -0.025
C 3.464 0.269 3.804 -0.051
C 2.494 0.005 2.822 -0.082
C 2.793 -0.119 1.487 -0.285
P 1.294 -0.382 0.438 0.956
C -0.024 0.467 1.371 -0.383
C -1.042 -0.196 2.045 -0.085
C -2.063 0.528 2.652 -0.081
C -2.069 1.913 2.588 -0.085
C -1.051 2.581 1.916 -0.070
C -0.037 1.862 1.307 -0.097
C 0.935 -2.161 0.626 -0.372
C -0.209 -2.658 -0.003 -0.102
C -0.498 -4.011 0.048 -0.068
C 0.362 -4.886 0.704 -0.081
C 1.507 -4.400 1.314 -0.079
C 1.793 -3.040 1.279 -0.082
C 4.166 0.030 1.058 -0.176
H 6.378 0.026 -1.564 0.081
H 7.963 0.709 0.208 0.111
H 7.164 0.859 2.543 0.116
H 5.519 0.685 4.152 0.118
H 3.173 0.335 4.844 0.112
H 1.467 -0.108 3.143 0.105
H -1.042 -1.277 2.101 0.103
H -2.859 0.004 3.166 0.106
H -2.868 2.474 3.056 0.105
H -1.056 3.661 1.854 0.108
H 0.747 2.385 0.769 0.105
H -0.863 -1.982 -0.545 0.084
H -1.389 -4.386 -0.440 0.108
H 0.142 -5.946 0.729 0.104
H 2.184 -5.078 1.818 0.104
H 2.685 -2.670 1.768 0.100
F -8.157 1.274 -2.823 0.136
C -7.679 0.403 -1.911 -0.582
F -8.118 0.812 -0.708 0.130
F -8.278 -0.780 -2.168 0.133
C -6.185 0.295 -1.975 -0.132
C -5.396 0.606 -0.878 -0.006
C -4.016 0.519 -0.977 -0.011
C -3.413 0.121 -2.173 -0.241
C -4.222 -0.194 -3.267 -0.015
C -5.597 -0.106 -3.168 -0.012
C -1.980 0.068 -2.252 -0.130
C -0.769 0.012 -2.297 -0.145
H -5.858 0.921 0.048 0.117
H -3.386 0.771 -0.133 0.105
H -3.758 -0.499 -4.196 0.119
H -6.222 -0.343 -4.020 0.125
F 2.198 2.685 -2.237 0.015
C 1.350 1.998 -3.076 -0.490
F 2.014 1.799 -4.235 0.053
C 0.155 2.920 -3.374 -0.621
F 0.574 4.102 -3.864 0.146
F -0.655 2.364 -4.266 0.161
F -0.532 3.177 -2.258 0.138

=====

3.
68
Properties=species:S:1:pos:R:3:lowdin_charge:R:1 method="wB97M-V/def2-TZVPD" homo_lumo_gap_ev=6.9 e_above_lowest_ev=4.560 homo_energy_ev=-7.782
Pd -0.833 -0.325 0.556 0.994
S -3.400 0.469 4.021 1.042
C -4.023 -0.913 3.229 -0.398
C -3.316 -1.232 2.115 -0.185
C -2.249 -0.309 1.879 -0.237
C -2.161 0.641 2.855 -0.528
C -0.988 1.480 3.004 -0.285
C -0.609 2.178 4.073 -0.027
C 0.712 2.790 4.332 -0.063
C 1.813 2.734 3.583 -0.057
C 1.904 2.067 2.235 -0.123
N -0.103 1.261 1.859 -0.017
H -4.885 -1.425 3.632 0.071
H -3.525 -2.099 1.514 0.082
H -1.332 2.263 4.877 0.104
H 0.788 3.329 5.269 0.107
H 2.699 3.243 3.944 0.110
H 2.888 2.153 1.785 0.153
S 1.763 -6.056 -3.511 1.048
C 1.257 -6.555 -5.062 -0.418
C 0.770 -5.513 -5.785 -0.176
C 0.811 -4.285 -5.055 -0.122
C 1.328 -4.424 -3.801 -0.489
C 1.485 -3.371 -2.765 -0.199
C 1.427 -1.994 -3.153 -0.079
N 1.464 -0.976 -2.350 0.158
C 1.554 -1.232 -1.011 -0.171
C 1.710 -2.542 -0.522 -0.146
C 1.850 -2.753 0.850 -0.010
C 1.756 -1.703 1.724 -0.021
C 1.523 -0.397 1.263 -0.173
C 1.256 0.668 2.287 -0.126
C 0.698 2.450 1.313 -0.312
C 1.136 2.226 -0.133 -0.059
N 1.463 1.165 -0.721 0.159
C 1.467 -0.131 -0.096 -0.214
C 0.056 3.797 1.419 -0.499
C 0.706 4.985 1.551 -0.115
C -0.172 6.108 1.463 -0.170
C -1.464 5.729 1.257 -0.405
S -1.619 4.037 1.169 1.090
C 1.670 -3.618 -1.453 0.021
H 1.346 -7.591 -5.358 0.066
H 0.389 -5.609 -6.793 0.103
H 0.436 -3.346 -5.442 0.109
H 1.358 -1.758 -4.213 0.121
H 1.997 -3.761 1.222 0.124
H 1.827 -1.870 2.792 0.119
H 1.225 0.249 3.287 0.158
H 1.210 3.154 -0.705 0.135
H 1.776 5.061 1.712 0.123
H 0.145 7.138 1.552 0.103
H -2.339 6.357 1.164 0.069
H 1.743 -4.634 -1.078 0.114
C -4.205 -1.266 -1.346 0.016
C -2.766 -1.764 -1.522 -0.452
O -1.832 -0.856 -1.112 -0.231
C -2.597 -3.171 -0.848 -0.538
F -3.781 -3.808 -0.718 0.137
F -1.777 -3.999 -1.520 0.151
F -2.086 -3.049 0.382 0.109
C -2.537 -1.939 -3.044 -0.567
F -2.861 -0.812 -3.693 0.154
F -1.269 -2.214 -3.365 0.149
F -3.305 -2.920 -3.556 0.148
H -4.459 -1.215 -0.295 0.071
H -4.941 -1.887 -1.854 0.095
H -4.238 -0.257 -1.751 0.098

=====

4.
74
Properties=species:S:1:pos:R:3:lowdin_charge:R:1 method="wB97M-V/def2-TZVPD" total_charge=-1 homo_lumo_gap_ev=6.1 e_above_lowest_ev=0.000 homo_energy_ev=-5.026
Au -1.772 -0.869 -0.416 0.834
S -2.668 1.228 0.124 0.457
P -0.699 1.759 0.198 0.499
C -0.065 0.197 -0.013 -0.672
P 1.135 -0.437 -1.064 0.392
S 0.215 -1.630 -2.358 0.316
C 2.095 0.910 -1.830 -0.325
C 3.134 1.530 -1.139 -0.082
C 3.805 2.605 -1.703 -0.087
C 3.444 3.062 -2.963 -0.094
C 2.412 2.445 -3.656 -0.084
C 1.738 1.373 -3.092 -0.100
C 2.434 -1.307 -0.139 -0.369
C 2.503 -1.222 1.244 -0.107
C 3.511 -1.886 1.932 -0.074
C 4.450 -2.630 1.236 -0.087
C 4.382 -2.715 -0.151 -0.081
C 3.376 -2.057 -0.837 -0.095
C -0.396 3.046 -1.051 -0.324
C -1.090 2.946 -2.258 -0.102
C -0.906 3.896 -3.247 -0.078
C -0.018 4.946 -3.044 -0.091
C 0.686 5.040 -1.855 -0.087
C 0.495 4.095 -0.855 -0.076
C -0.237 2.567 1.748 -0.343
C -1.100 3.472 2.355 -0.083
C -0.722 4.106 3.527 -0.077
C 0.520 3.841 4.091 -0.086
C 1.382 2.936 3.487 -0.077
C 1.001 2.293 2.318 -0.081
H 3.433 1.160 -0.165 0.102
H 4.613 3.080 -1.161 0.101
H 3.969 3.900 -3.405 0.101
H 2.129 2.802 -4.638 0.106
H 0.932 0.880 -3.622 0.083
H 1.742 -0.663 1.775 0.077
H 3.549 -1.834 3.013 0.104
H 5.230 -3.155 1.772 0.098
H 5.108 -3.307 -0.694 0.100
H 3.302 -2.140 -1.915 0.104
H -1.785 2.128 -2.407 0.091
H -1.458 3.820 -4.175 0.106
H 0.124 5.691 -3.817 0.101
H 1.383 5.853 -1.698 0.103
H 1.038 4.183 0.078 0.106
H -2.073 3.666 1.919 0.105
H -1.399 4.800 4.008 0.103
H 0.812 4.333 5.010 0.100
H 2.344 2.720 3.933 0.103
H 1.655 1.563 1.854 0.084
N -4.345 -3.598 -1.091 0.179
C -4.521 -2.264 -0.900 -0.512
O -3.622 -1.470 -1.326 -0.198
C -5.720 -1.787 -0.329 -0.214
C -6.728 -2.681 0.090 -0.258
N -7.552 -3.431 0.401 0.107
C -5.901 -0.395 -0.161 -0.256
N -6.046 0.743 -0.022 0.108
H -3.370 -3.861 -1.122 0.085
H -4.941 -4.221 -0.569 0.090
F -1.848 -5.920 2.371 0.149
C -2.283 -5.086 1.409 -0.555
F -3.457 -4.608 1.800 0.171
F -2.516 -5.839 0.318 0.150
C -1.277 -3.930 1.080 -0.348
O -1.918 -2.994 0.385 -0.209
C -0.737 -3.372 2.441 -0.543
F -1.721 -3.244 3.339 0.165
F 0.214 -4.140 3.007 0.146
F -0.208 -2.158 2.273 0.140
C -0.084 -4.550 0.281 -0.553
F 0.338 -5.733 0.768 0.149
F 0.972 -3.729 0.293 0.146
F -0.421 -4.752 -0.990 0.148

=====

5.
68
Properties=species:S:1:pos:R:3:lowdin_charge:R:1 method="wB97M-V/def2-TZVPD" total_charge=+3 homo_lumo_gap_ev=4.8 homo_energy_ev=-16.437
W -0.638 -1.357 0.183 1.958
O -3.986 -3.311 1.332 0.275
C -2.858 -3.135 1.070 -0.386
O -2.390 -1.949 0.473 -0.180
C -1.676 -4.019 1.286 -0.126
C -1.656 -5.287 1.828 0.100
C -0.425 -5.940 1.907 0.068
C 0.737 -5.318 1.447 0.099
C 0.618 -4.043 0.937 -0.125
N -0.558 -3.427 0.871 0.026
C 1.697 -3.195 0.348 -0.376
O 2.823 -3.440 0.141 0.273
O 1.113 -1.956 -0.004 -0.247
H -2.573 -5.750 2.168 0.157
H -0.372 -6.938 2.322 0.147
H 1.703 -5.805 1.482 0.156
O -1.342 -3.101 -1.943 0.002
N -1.199 -1.718 -1.868 -0.190
C -1.643 -1.010 -2.854 -0.001
C -1.589 0.414 -3.045 -0.193
C -2.386 0.900 -4.085 0.027
C -2.394 2.250 -4.405 0.003
C -1.561 3.115 -3.719 0.016
C -0.733 2.637 -2.698 -0.037
C -0.759 1.305 -2.330 -0.259
P 0.460 0.651 -1.175 1.108
C 1.909 0.199 -2.126 -0.342
C 2.862 1.199 -2.355 -0.064
C 3.937 0.941 -3.190 -0.026
C 4.064 -0.300 -3.797 -0.017
C 3.114 -1.291 -3.577 -0.035
C 2.036 -1.046 -2.746 -0.092
C 0.911 1.845 0.080 -0.367
C 0.097 2.928 0.426 -0.086
C 0.506 3.802 1.420 -0.038
C 1.704 3.583 2.091 -0.017
C 2.497 2.485 1.775 -0.028
C 2.111 1.617 0.770 -0.077
H -1.789 -3.336 -2.774 0.139
H -2.136 -1.561 -3.657 0.164
H -3.010 0.218 -4.650 0.137
H -3.027 2.613 -5.203 0.137
H -1.532 4.164 -3.981 0.137
H -0.053 3.324 -2.210 0.119
H 2.769 2.171 -1.885 0.116
H 4.677 1.710 -3.363 0.128
H 4.908 -0.499 -4.443 0.129
H 3.222 -2.257 -4.051 0.124
H 1.309 -1.831 -2.579 0.086
H -0.850 3.091 -0.071 0.114
H -0.109 4.656 1.668 0.128
H 2.025 4.275 2.858 0.129
H 3.430 2.320 2.297 0.127
H 2.746 0.778 0.508 0.122
Br -3.425 4.385 4.062 0.863
C -2.177 2.987 4.136 -0.664
C -1.400 2.803 5.285 -0.030
C -0.454 1.782 5.359 -0.009
C -0.271 0.933 4.290 0.036
C -1.060 1.118 3.137 -0.141
C -2.018 2.147 3.060 -0.038
C -0.866 0.279 2.023 -0.469
O -0.018 -0.727 1.978 -0.087
O -1.491 0.372 0.888 -0.128
H -1.540 3.468 6.128 0.128
H 0.134 1.664 6.259 0.132
H 0.466 0.143 4.322 0.134
H -2.617 2.272 2.168 0.128

=====

6.
64
Properties=species:S:1:pos:R:3:lowdin_charge:R:1 method="wB97M-V/def2-TZVPD" total_charge=+3 homo_lumo_gap_ev="7.3 / 4.0" multiplicity=3 e_above_lowest_ev=0.134 homo_energy_ev="-16.300 / -16.955"
Au 0.165 1.012 0.035 0.972
C -4.143 2.400 0.305 0.000
C -4.102 3.596 -0.388 0.011
C -2.891 4.045 -0.897 0.036
C -1.754 3.279 -0.714 -0.190
N -1.817 2.093 -0.077 0.000
C -2.973 1.671 0.434 -0.110
C -0.400 3.743 -1.105 -0.173
C -0.137 4.915 -1.797 0.045
C 1.182 5.273 -2.021 0.026
C 2.213 4.483 -1.538 0.044
C 1.896 3.321 -0.856 -0.175
N 0.614 2.978 -0.684 0.016
C 2.887 2.416 -0.218 -0.184
C 4.230 2.734 -0.115 0.039
C 5.076 1.895 0.594 0.012
C 4.556 0.762 1.195 -0.006
C 3.208 0.496 1.040 -0.127
N 2.399 1.293 0.341 -0.004
H -5.060 2.030 0.741 0.130
H -4.998 4.187 -0.520 0.137
H -2.842 4.994 -1.409 0.126
H -2.956 0.725 0.957 0.100
H -0.937 5.544 -2.157 0.128
H 1.409 6.181 -2.565 0.140
H 3.240 4.778 -1.697 0.128
H 4.618 3.637 -0.563 0.127
H 6.126 2.136 0.688 0.138
H 5.177 0.097 1.779 0.128
H 2.752 -0.378 1.488 0.097
Cl -0.362 0.082 3.235 0.884
C 0.338 -1.445 2.990 -0.594
C 0.884 -2.083 4.140 0.000
C 1.411 -3.347 4.026 0.013
C 1.390 -3.992 2.797 0.091
C 0.839 -3.351 1.650 0.031
C 0.327 -2.069 1.721 -0.353
P -0.372 -1.283 0.227 0.954
C -2.115 -1.664 0.149 -0.407
C -2.844 -1.183 -0.943 -0.129
C -4.192 -1.479 -1.049 -0.040
C -4.819 -2.222 -0.054 -0.025
C -4.103 -2.679 1.042 -0.035
C -2.745 -2.406 1.148 -0.070
C 0.459 -2.185 -1.108 -0.381
C -0.216 -3.046 -1.972 -0.065
C 0.495 -3.725 -2.947 -0.031
C 1.873 -3.539 -3.079 -0.022
C 2.555 -2.676 -2.225 -0.046
C 1.851 -1.997 -1.253 -0.108
H 0.863 -1.579 5.098 0.139
H 1.823 -3.838 4.898 0.146
H 1.786 -4.996 2.709 0.151
H 0.808 -3.888 0.709 0.136
H -2.356 -0.586 -1.707 0.117
H -4.758 -1.127 -1.901 0.126
H -5.874 -2.446 -0.135 0.128
H -4.599 -3.256 1.811 0.125
H -2.189 -2.777 2.000 0.103
H -1.281 -3.212 -1.870 0.111
H -0.010 -4.416 -3.607 0.125
H 2.404 -4.075 -3.854 0.126
H 3.622 -2.537 -2.330 0.121
H 2.366 -1.315 -0.589 0.067

=====

7.
67
Properties=species:S:1:pos:R:3:lowdin_charge:R:1 method="wB97M-V/def2-TZVPD" homo_lumo_gap_ev=7.3 e_above_lowest_ev=0.000 homo_energy_ev=-7.563
Be 2.494 0.376 1.358 0.046
I 1.857 -4.114 2.836 0.912
C 0.962 -2.287 3.376 -0.609
C 0.090 -2.192 4.455 -0.205
C -0.501 -0.992 4.770 -0.640
I -1.749 -0.891 6.473 0.881
C -0.269 0.161 3.997 -0.210
C -0.814 1.441 4.200 -0.024
C -0.458 2.469 3.362 -0.034
C 0.429 2.237 2.308 -0.117
N 0.968 1.055 2.093 0.022
C 0.643 0.044 2.920 -0.201
C 1.303 -1.176 2.623 -0.442
O 2.175 -1.153 1.673 -0.132
H -0.099 -3.068 5.058 0.084
H -1.502 1.616 5.013 0.067
H -0.867 3.457 3.501 0.112
H 0.693 3.030 1.621 0.128
C -4.166 3.565 -0.719 -0.091
C -3.500 3.333 -1.911 -0.088
C -2.454 2.425 -1.964 -0.122
C -2.070 1.734 -0.828 -0.392
C -2.738 1.977 0.365 -0.164
C -3.785 2.879 0.422 -0.086
Sb -0.365 0.404 -0.752 1.583
C -1.531 -1.314 -0.146 -0.367
C -2.917 -1.317 -0.156 -0.133
C -3.622 -2.456 0.199 -0.082
C -2.943 -3.603 0.577 -0.084
C -1.559 -3.602 0.605 -0.086
C -0.861 -2.463 0.243 -0.141
C -0.344 -0.122 -2.853 -0.387
C 0.686 0.381 -3.633 -0.162
C 0.724 0.128 -4.993 -0.094
C -0.251 -0.665 -5.575 -0.092
C -1.265 -1.195 -4.795 -0.083
C -1.312 -0.919 -3.440 -0.115
H -4.975 4.282 -0.675 0.101
H -3.797 3.864 -2.805 0.102
H -1.935 2.251 -2.898 0.094
H -2.436 1.439 1.257 0.091
H -4.301 3.044 1.358 0.103
H -3.453 -0.422 -0.446 0.090
H -4.703 -2.445 0.171 0.103
H -3.496 -4.491 0.846 0.102
H -1.024 -4.491 0.905 0.085
H 0.219 -2.482 0.265 0.067
H 1.459 0.994 -3.177 0.086
H 1.513 0.549 -5.601 0.101
H -0.223 -0.867 -6.635 0.101
H -2.024 -1.822 -5.243 0.103
H -2.111 -1.322 -2.834 0.093
Br 6.482 1.461 -2.344 0.772
C 4.966 0.450 -1.845 -0.653
C 4.660 -0.743 -2.487 -0.081
C 3.556 -1.441 -2.030 -0.018
C 2.833 -0.935 -0.965 -0.134
N 3.120 0.216 -0.371 0.041
C 4.166 0.903 -0.808 -0.142
H 5.253 -1.109 -3.311 0.112
H 3.264 -2.371 -2.488 0.120
H 2.010 -1.484 -0.543 0.080
H 4.380 1.832 -0.306 0.112
Cl 3.363 1.054 4.038 0.502
C 3.722 1.346 2.291 -0.573
H 4.785 1.120 2.200 -0.004
H 3.642 2.432 2.201 -0.006